147
Properties=species:S:1:pos:R:3:forces:R:3:lowdin_charge:R:1 method="wB97M-V/def2-TZVPD" total_charge=+4 gap_ev=2.0 e_tot_ev=-73772.8960 e_lumo_ev=-6.474 de_lowest_ev=2.462
C -7.635 -5.208 -0.611 -1.3355 -1.1631 1.0819 -0.009
H -11.151 -8.179 -0.083 -0.1314 -0.1362 0.3476 0.154
H 11.420 -3.024 6.096 0.4265 -0.6868 -0.3084 0.087
H 1.439 2.849 -7.291 -0.7481 1.7877 2.0453 0.111
C -3.707 -0.300 -3.175 1.1637 -2.5963 -1.5013 0.014
C 8.856 -5.090 7.547 0.5606 -0.0148 2.0044 -0.179
O 9.648 0.476 -0.362 -1.9217 0.8970 -3.1233 -0.230
C -3.392 10.369 -0.037 -1.3531 -0.9264 1.7272 -0.035
N -10.790 -6.809 1.535 -0.4880 0.2566 0.4143 0.207
H -4.691 5.770 1.780 0.1773 -0.5633 -0.0253 0.091
C 10.464 -3.253 6.541 -1.5011 1.4159 0.3447 -0.027
H 0.954 10.263 -3.687 -0.6720 0.4060 0.7647 0.114
H 8.845 -4.670 8.561 -0.0663 0.5166 -0.2876 0.151
O -0.186 10.545 -1.892 1.6406 -0.7848 -0.0024 -0.203
H 10.449 -2.560 7.404 -0.1435 -0.8114 0.0359 0.106
O -8.906 -5.714 -0.006 0.6539 -1.1120 0.0244 -0.247
C -2.507 5.464 -1.031 -0.0141 0.3785 1.4370 -0.588
H -2.114 3.341 -1.287 -0.0037 -0.3969 0.7952 0.068
N 4.586 0.922 2.305 2.2024 -3.0447 -1.7326 0.116
H -8.721 -7.855 -0.201 -0.3421 0.5118 0.0774 0.143
H 5.895 -5.106 4.030 -0.2512 -0.1208 -0.8488 0.097
H -7.969 -4.686 -1.481 0.2887 0.5873 -0.6151 0.080
H 1.600 2.068 -11.331 -0.0994 -0.0097 -0.4970 0.104
H 8.355 -2.464 2.822 0.9412 0.7844 -0.0865 0.088
H 10.481 -1.053 0.709 -0.0551 -1.0221 -0.4267 -0.002
H -0.133 -4.347 -1.692 1.0489 -0.7636 -1.3456 0.071
C 0.353 3.671 -9.362 -0.3706 0.4259 1.1523 -0.189
O 0.190 4.162 -8.035 -1.0492 0.3733 0.2984 -0.224
H -2.403 -7.991 1.198 0.9235 -0.6863 -0.4777 0.074
C -2.945 1.822 1.524 1.5077 0.6252 -0.5475 -0.400
C -1.707 -4.410 -0.378 -0.6150 1.9248 1.3508 -0.420
H 10.984 -5.728 5.142 1.0691 0.1668 0.0815 0.170
H -2.899 9.960 -2.127 0.3168 -0.4910 1.1846 0.173
H -4.717 -0.012 -3.187 -1.2829 0.5921 -0.1102 0.081
C -3.326 -0.822 -1.862 1.6931 0.4699 3.5965 -0.522
H 0.510 4.476 -10.030 0.4216 1.0118 -0.8195 0.134
H -7.231 -4.564 0.176 0.1133 -0.0995 -0.5174 0.094
H -0.651 5.954 -7.333 -0.2892 -0.8029 0.0238 0.100
H -9.486 -6.933 -1.526 0.0431 -0.3704 -1.1400 0.118
C 6.029 -4.656 3.021 0.8308 -0.9111 0.2939 0.018
C 0.064 10.786 -3.275 -0.5265 0.8191 0.3359 -0.050
H 1.018 1.365 -7.946 -0.2321 -0.1186 0.6219 0.171
H -5.227 4.480 2.923 -0.4024 0.7023 0.5122 0.079
C -4.079 2.591 2.179 -1.2787 0.0111 -0.6224 -0.191
N -1.739 8.727 -0.837 -0.2360 -0.3769 -0.6747 0.197
H -11.583 -5.138 -0.386 -0.3096 -0.8099 -0.2128 0.108
H 2.792 1.660 2.179 -0.5872 0.5036 0.0532 0.086
H 4.254 1.916 4.920 -0.8668 -1.7415 0.4108 0.064
H 10.990 -5.122 7.400 -0.1649 -0.1496 0.3793 0.160
C -0.994 5.024 -7.831 0.4865 -0.3671 -0.0815 -0.022
O -2.983 6.504 -1.437 -0.4050 0.3323 -1.3450 0.052
H -11.667 -6.691 2.077 0.1532 -0.2073 -0.9261 0.191
O -2.734 -0.135 -0.980 -1.5231 -1.5709 -2.5140 0.011
C 1.387 1.636 -10.367 -0.3493 0.2010 0.2713 -0.027
H 8.793 -1.368 -0.578 -0.0032 -0.3431 -0.1572 0.051
C 10.268 -0.014 0.655 1.4215 -1.3768 3.3879 -0.150
H -3.409 -0.125 2.262 0.1933 -0.0844 0.1247 0.084
C -9.382 -7.004 -0.470 -0.5565 1.4890 0.9470 -0.142
C 10.141 -4.702 6.865 1.3739 -0.0238 -0.7656 -0.287
H -0.933 8.561 -1.470 -0.5099 0.4406 0.3302 0.170
C -2.680 4.163 -1.668 -1.1811 -0.5457 -2.2042 0.023
H -2.408 -4.436 -1.179 -0.4457 -0.5460 -0.9826 0.126
H -1.700 0.026 1.844 -0.1890 0.1315 -0.6281 0.067
H 9.719 -6.400 5.845 -0.5309 -0.7943 0.1493 0.145
H -1.559 2.774 2.506 0.7046 0.5506 -1.6195 0.108
O -3.604 -2.114 -1.604 -0.2672 1.6240 -1.2150 0.086
H -0.671 -2.803 -1.170 0.1298 0.6244 -0.1618 0.076
H 0.061 11.860 -3.430 0.8202 0.2713 -0.1295 0.097
C 3.854 2.461 4.080 -1.0294 -0.4856 -1.5888 -0.064
H -3.271 11.378 0.310 0.3066 0.5122 0.3050 0.082
H -10.288 -7.544 2.015 0.7199 0.2254 0.4183 0.170
H -4.469 10.297 -0.256 0.4942 -0.1084 -0.6661 0.098
N -2.305 -3.419 0.556 0.0747 0.3579 -2.2898 0.054
H -3.544 -1.121 -3.953 -0.4548 1.0148 0.9991 0.126
C -1.312 11.089 -1.313 -0.7136 0.6919 1.5914 -0.212
N -1.739 2.772 1.463 -1.9302 0.4628 2.6367 0.038
H -0.964 2.368 1.001 0.8182 -0.9365 -0.2952 0.055
C -2.407 10.033 -1.108 -0.2933 -0.0704 -2.6417 -0.336
H -1.781 11.958 -1.828 0.5748 -0.4464 0.1538 0.158
H -3.012 0.461 -3.388 0.3706 1.2918 -0.3682 0.067
H -12.833 -6.365 -0.067 -1.3127 -0.2220 0.3254 0.070
H -3.334 9.678 0.860 0.4143 0.8294 -0.8333 0.113
C -0.430 -3.800 -0.853 -1.0138 -0.1362 -0.0230 -0.038
H 0.384 1.172 -10.391 0.4306 0.2967 0.1534 0.109
H -2.467 4.167 -2.756 0.1073 0.5663 0.5194 0.103
H 8.087 -0.207 -1.806 2.0880 -0.0788 1.4483 0.114
O 7.428 -2.691 2.787 -1.0394 -1.6353 0.2480 0.079
H -1.384 8.719 0.101 0.3692 0.0265 0.7638 0.154
C -10.853 -7.146 0.069 0.2010 0.3592 -0.5019 -0.296
H -6.088 4.730 1.399 0.0983 -0.0012 0.0324 0.092
H -1.716 4.678 0.671 -0.7812 0.9379 -1.3418 0.135
H -1.030 11.396 -0.281 0.0798 0.2505 -0.5934 0.146
H 2.131 0.881 -10.201 0.4420 -0.5463 -0.0137 0.086
O -1.912 5.551 0.134 1.2065 -1.5742 1.9301 0.091
H -6.944 -6.028 -0.886 -0.3835 0.3651 0.3351 0.099
H -2.993 -3.856 1.095 -0.8152 -0.2961 1.5120 0.063
C -1.647 -5.709 0.325 1.1412 -1.1523 0.1866 -0.218
H -10.331 -5.880 1.521 0.4992 -0.5422 0.4840 0.163
H 9.809 -0.789 -1.967 0.3057 -0.4029 -0.2984 0.077
H 7.025 -6.423 8.813 0.8565 -0.2033 -0.0702 0.103
H 2.594 1.812 -7.888 1.0670 -0.4762 0.6722 0.158
N 1.660 2.147 -7.920 0.2662 -1.0248 -4.1498 0.268
N 10.112 -5.511 5.585 -0.1507 0.2489 -0.4601 0.227
H 2.885 2.944 4.325 0.8684 -0.2780 -0.0324 0.080
H -3.802 2.909 3.210 -0.3084 -0.3628 -0.3576 0.136
H -2.400 7.900 -0.926 0.2618 0.0952 -0.1099 0.094
H -1.627 -2.821 0.964 0.2677 0.1586 0.9658 0.073
H -0.998 -6.462 -0.217 -1.0847 0.3400 0.2728 0.155
C -5.103 4.752 1.882 -0.5356 -0.3447 0.4973 -0.091
H -3.192 1.604 0.481 -0.1865 -0.1789 0.2801 0.107
O -4.270 3.746 1.369 0.7023 -0.0644 -0.8161 -0.235
H 5.458 1.084 2.689 2.9178 -0.5896 0.3545 0.078
H -4.120 -7.650 1.083 0.1753 -0.1474 -0.1839 0.084
H -1.826 4.484 -7.284 1.1858 0.5994 -0.5488 0.110
O 8.908 -6.501 7.768 -0.3949 0.7809 -0.8040 -0.200
H 9.695 -2.820 5.879 0.1920 -0.2493 0.0122 0.084
H 7.967 -4.749 7.034 -0.3483 -0.0780 -0.4900 0.133
O 8.363 -4.564 3.568 0.0562 -0.1541 0.1826 0.031
H 0.312 -3.788 -0.098 0.8970 0.0141 0.7480 0.079
H -3.234 -7.116 2.467 0.4738 0.5397 -0.8673 0.105
H -0.508 3.163 -9.756 -0.7597 -0.4990 0.2598 0.131
H -3.245 -2.231 -0.712 0.4056 -0.9724 1.0711 0.059
H 10.985 0.509 1.289 -0.5650 0.8922 -0.6893 0.037
C 7.641 -7.040 8.122 -0.8163 -0.6305 -0.3764 -0.086
C -2.552 0.557 2.270 -0.2303 -0.6934 0.3358 -0.077
C 7.373 -3.991 3.161 -0.1235 1.1262 -0.5823 -0.549
H -0.840 10.511 -3.744 -0.8497 -0.8840 -1.3837 0.066
H 7.884 -8.018 8.553 -0.4315 0.3096 -0.0013 0.103
H 6.985 -7.180 7.225 0.6128 0.0108 0.4383 0.098
H 9.552 -5.091 4.833 -0.5283 0.1845 0.0334 0.102
H -5.067 1.976 2.156 1.6683 0.7454 0.4319 0.165
C 3.729 1.725 2.693 -4.5118 4.6575 4.6019 -0.208
H -3.781 4.016 -1.680 0.6345 -0.4180 0.4362 0.125
H 6.164 -5.473 2.229 -0.5239 1.1568 1.1746 0.130
H 4.678 3.129 4.217 0.4826 1.6192 -1.2825 0.059
C 1.545 2.765 -9.356 -0.3479 -1.0102 -0.2378 -0.263
H -2.213 0.669 3.316 -0.5623 0.5687 -0.1782 0.086
H 5.218 -3.955 2.838 0.1649 -0.1513 -0.3146 0.081
C -11.903 -6.201 -0.530 2.4862 0.3966 -1.5446 -0.022
H 2.449 3.296 -9.626 0.3491 0.1162 0.7477 0.160
H 4.415 0.491 1.430 0.7780 -0.7263 -0.7944 0.108
O -2.977 -6.084 0.586 -0.0452 -0.2076 -0.3917 -0.182
H -11.925 -6.428 -1.629 -0.3733 0.4086 1.0151 0.119
C -3.140 -7.246 1.351 -1.7601 0.0280 1.3684 -0.109
H -1.330 5.320 -8.819 -0.3567 0.0485 -0.0560 0.083
H -1.177 -5.553 1.290 0.5440 0.0945 0.3212 0.130
C 9.068 -0.543 -1.231 -1.5020 1.3882 -0.0377 -0.078